Record 1
Computed, not measured: a gas-phase ion, C2H5O2Si (charge -1) at a distorted geometry, with the ωB97M-V functional and the def2-TZVPD basis.

Structure (XYZ):
```
10
Properties=species:S:1:pos:R:3:lowdin_charge:R:1
C 1.76859 0.11333 -0.28869 -0.863
C -1.08979 -0.17547 0.83141 -0.317
O 2.37373 -0.86901 -0.80202 -0.173
O 2.19168 1.06702 0.41926 -0.158
Si -0.14993 0.20196 -0.67706 0.604
H -1.36277 0.67707 1.55944 0.054
H -2.03177 -0.58441 0.49610 -0.008
H -0.57611 -0.80492 1.49267 -0.007
H -0.58054 1.40166 -1.18596 -0.110
H -0.54310 -1.02722 -1.84514 -0.022
```

Results
Total charge: -1
HOMO in eV: -3.366
E_tot in hartree: -519.2038
Strongest force on any atom in eV Å⁻¹: 4.23
Energy above the lowest of the compared OMol25 structures with the same formula, charge and spin in eV: 0.205
SMILES: C[SiH2]C(=O)[O-]
Gap between HOMO and LUMO in hartree: 0.2750

=====

Record 2
Computed, not measured: a molecular structure, C2H5O3V at a distorted geometry, with the ωB97M-V functional and the def2-TZVPD basis.

Structure (XYZ):
```
11
Properties=species:S:1:pos:R:3:lowdin_charge:R:1
H 1.82491 -3.03022 0.33360 0.156
O 0.11851 -1.98528 0.06771 -0.035
O 0.22666 -1.50286 1.35664 -0.264
C 1.08593 -2.63291 -0.36995 0.224
H 0.94078 -3.04516 -1.37187 0.154
V -0.74183 0.07462 1.44053 1.097
O -1.15281 1.52006 0.60312 -0.420
C -0.69201 2.44548 -0.30914 -0.196
H -1.51599 3.06219 -0.71605 0.094
H 0.04915 3.12964 0.14699 0.091
H -0.14330 1.96445 -1.18158 0.099
```

Results
Total charge: +1
HOMO (spin up / spin down) in eV: -12.533 / -14.440
2S+1: 4
E_tot in hartree: -1248.4703
Strongest force on any atom in eV Å⁻¹: 2.44
<S²>: 3.76
Gap between HOMO and LUMO (spin up / spin down) in hartree: 0.2278 / 0.2995

=====

Record 3
Computed, not measured: a molecular structure, C2H5O4SYb at a distorted geometry, with the ωB97M-V functional and the def2-TZVPD basis.

Structure (XYZ):
```
13
Properties=species:S:1:pos:R:3:lowdin_charge:R:1
O -1.30476 1.89211 0.97299 -0.401
S -0.32686 1.57555 -0.09036 0.363
O -0.69750 2.01672 -1.38750 -0.247
O 1.02084 1.72521 0.32758 -0.297
C -0.50444 -0.17655 0.00468 -0.332
C 0.42369 -1.05567 -0.81511 -0.227
O 1.57662 -1.33045 -0.00203 -0.083
H -1.54901 -0.43025 -0.23028 0.117
H -0.29396 -0.36151 1.04997 -0.074
H 0.74742 -0.58350 -1.74300 0.143
H -0.03102 -2.02412 -1.01082 0.123
H 2.01496 -0.47438 0.12636 0.085
Yb -1.07598 -0.77316 2.79753 1.829
```

Results
Total charge: +1
HOMO in eV: -12.822
E_tot in hartree: -1936.6611
Strongest force on any atom in eV Å⁻¹: 2.84
Gap between HOMO and LUMO in hartree: 0.1940

=====

Record 4
Computed, not measured: C2H5OP in the gas phase at a distorted geometry, with the ωB97M-V functional and the def2-TZVPD basis.

Structure (XYZ):
```
9
Properties=species:S:1:pos:R:3:lowdin_charge:R:1
C -1.39626 0.38174 -0.22396 -0.691
C 1.33042 0.06312 0.14862 -0.137
O -2.13444 0.73226 0.63321 -0.004
P -0.48250 -1.07274 -0.55758 0.890
H -1.10198 1.11153 -0.96712 0.053
H 0.89815 1.09095 0.10261 0.010
H 1.86778 -0.12617 -0.80033 -0.005
H 1.62220 -0.36780 1.11567 0.020
H -0.60337 -1.81290 0.54889 -0.137
```

Results
HOMO in eV: -9.396
E_tot in hartree: -495.7069
Strongest force on any atom in eV Å⁻¹: 3.88
Energy above the lowest of the compared OMol25 structures with the same formula, charge and spin in eV: 2.004
SMILES: CPC=O
Gap between HOMO and LUMO in hartree: 0.3506

=====

Record 5
Computed, not measured: 2 unconnected molecules or ions with the total composition C2H5OP, with the ωB97M-V functional and the def2-TZVPD basis.

Structure (XYZ):
```
9
Properties=species:S:1:pos:R:3:lowdin_charge:R:1
C 0.11911 0.90037 1.37688 -0.002
C -0.43989 -0.14098 0.78537 -0.291
O -0.80070 -0.21864 -0.52057 -0.068
P 0.87433 -1.20304 -3.30767 0.428
H 0.35570 1.81331 0.85284 0.053
H 0.36646 0.85840 2.41883 0.044
H -0.66276 -1.05822 1.31177 0.110
H -0.64983 0.63337 -0.94936 0.088
H 0.83758 -1.58457 -1.96808 -0.362
```

Results
HOMO (spin up / spin down) in eV: -8.721 / -8.751
E_tot in hartree: -495.6530
Strongest force on any atom in eV Å⁻¹: 0.54
Energy above the lowest of the compared OMol25 structures with the same formula, charge and spin in eV: 3.471
Gap between HOMO and LUMO (spin up / spin down) in hartree: 0.2713 / 0.2696

=====

Record 6
Computed, not measured: 2 unconnected molecules or ions with the total composition C2H5OS at a distorted geometry, with the ωB97M-V functional and the def2-TZVPD basis.

Structure (XYZ):
```
9
Properties=species:S:1:pos:R:3:lowdin_charge:R:1
S -1.19967 0.69708 -1.68780 -0.153
H -0.38002 1.08003 -2.64377 -0.481
C 1.49263 -1.49878 1.10384 -0.017
C 1.18429 -0.27328 1.54439 -0.289
O -0.10427 0.16438 1.29111 -0.140
H 2.29596 -2.04792 1.58288 0.028
H 0.93549 -1.85030 0.24112 0.055
H 1.74287 0.36617 2.21913 0.087
H -0.30489 0.45194 0.36356 -0.090
```

Results
Total charge: -1
HOMO in eV: -2.931
E_tot in hartree: -552.6291
Strongest force on any atom in eV Å⁻¹: 2.39
Energy above the lowest of the compared OMol25 structures with the same formula, charge and spin in eV: 0.770
Gap between HOMO and LUMO in hartree: 0.2579

=====

Record 7
Computed, not measured: 2 unconnected molecules or ions with the total composition C2H5OS at a distorted geometry, with the ωB97M-V functional and the def2-TZVPD basis.

Structure (XYZ):
```
9
Properties=species:S:1:pos:R:3:lowdin_charge:R:1
S -2.21953 1.07927 -0.39963 -0.222
H -3.14376 1.30034 0.55048 -0.475
O 2.09651 -0.37511 -1.21573 -0.100
C 0.85233 -0.28122 -0.83375 -0.306
C 0.66116 -0.37875 0.57465 -0.172
H 0.09168 0.12831 -1.49613 0.050
H -0.10708 -1.19820 0.76554 0.088
H 0.19336 0.55441 1.02685 0.059
H 1.57532 -0.82905 1.02771 0.079
```

Results
Total charge: -1
HOMO in eV: -2.876
E_tot in hartree: -552.6313
Strongest force on any atom in eV Å⁻¹: 6.80
Energy above the lowest of the compared OMol25 structures with the same formula, charge and spin in eV: 0.708
Gap between HOMO and LUMO in hartree: 0.2580

=====

Record 8
Computed, not measured: 2 unconnected molecules or ions with the total composition C2H5OS at a distorted geometry, with the ωB97M-V functional and the def2-TZVPD basis.

Structure (XYZ):
```
9
Properties=species:S:1:pos:R:3:lowdin_charge:R:1
S 0.09274 -0.97618 -1.71431 -0.094
H -0.32800 -2.17507 -2.14282 -0.441
C 0.26185 0.22782 2.31417 -0.022
C 0.36496 0.92873 1.18587 -0.364
O -0.65403 1.06415 0.32532 -0.136
H 0.79727 0.36269 3.23140 0.018
H -0.43268 -0.60729 2.36382 0.047
H 1.30189 1.38762 0.86358 0.098
H -0.62192 0.53205 -0.52963 -0.108
```

Results
Total charge: -1
HOMO in eV: -3.053
E_tot in hartree: -552.6223
Strongest force on any atom in eV Å⁻¹: 1.13
Energy above the lowest of the compared OMol25 structures with the same formula, charge and spin in eV: 0.953
Gap between HOMO and LUMO in hartree: 0.2689

=====

Repeat the eighth record exactly.
Computed, not measured: 2 unconnected molecules or ions with the total composition C2H5OS at a distorted geometry, with the ωB97M-V functional and the def2-TZVPD basis.

Structure (XYZ):
```
9
Properties=species:S:1:pos:R:3:lowdin_charge:R:1
S 0.09274 -0.97618 -1.71431 -0.094
H -0.32800 -2.17507 -2.14282 -0.441
C 0.26185 0.22782 2.31417 -0.022
C 0.36496 0.92873 1.18587 -0.364
O -0.65403 1.06415 0.32532 -0.136
H 0.79727 0.36269 3.23140 0.018
H -0.43268 -0.60729 2.36382 0.047
H 1.30189 1.38762 0.86358 0.098
H -0.62192 0.53205 -0.52963 -0.108
```

Results
Total charge: -1
HOMO in eV: -3.053
E_tot in hartree: -552.6223
Strongest force on any atom in eV Å⁻¹: 1.13
Energy above the lowest of the compared OMol25 structures with the same formula, charge and spin in eV: 0.953
Gap between HOMO and LUMO in hartree: 0.2689